# 1
Density functional theory data (ωB97M-V with the def2-TZVPD basis set) for a cluster of 10 separate species, C47H113N4O10 in total.

Geometry (Å):
C  -0.48112  3.84760  0.90889
O  -0.39349  2.88776  1.94628
C  0.23031  1.69020  1.53859
C  0.06459  0.64072  2.62620
C  0.03463  -0.79390  2.09414
C  1.42691  -1.38338  1.80134
C  1.60254  -1.89771  0.37353
C  1.50917  -0.76493  -0.65990
C  2.11694  -1.21975  -1.98397
C  2.19804  -0.16515  -3.06412
N  0.93925  0.19822  -3.73527
N  0.99723  1.17652  -4.65262
C  -0.21424  1.31278  -5.17414
N  -1.05297  0.46213  -4.62343
C  -0.33331  -0.23398  -3.73287
N  -0.81147  -1.25126  -2.95500
H  0.26168  3.64560  0.13065
H  -1.47120  3.81898  0.44837
H  -0.26658  4.82621  1.33091
H  -0.25890  1.33136  0.62047
H  1.29177  1.87137  1.32855
H  0.89053  0.71873  3.33594
H  -0.86436  0.86206  3.15265
H  -0.59369  -0.79994  1.19710
H  -0.45845  -1.45146  2.80731
H  2.21109  -0.63901  1.96256
H  1.61478  -2.20172  2.49603
H  2.57814  -2.36855  0.23991
H  0.81155  -2.61350  0.14066
H  0.45794  -0.52511  -0.81319
H  2.05738  0.10340  -0.28735
H  3.15549  -1.49843  -1.79028
H  1.62533  -2.11556  -2.36325
H  2.86381  -0.52030  -3.85450
H  2.65899  0.74176  -2.66925
H  1.87162  1.64894  -4.85691
H  -0.45698  2.03227  -5.93785
H  -1.27508  -1.03380  -2.09321
H  -0.74100  -2.19837  -3.28358
C  1.29302  8.95078  4.22702
C  0.36860  9.40524  3.11076
O  -0.24411  8.34552  2.39652
C  -1.06135  7.47352  3.15808
C  -2.22985  8.15499  3.84712
H  2.07523  8.29948  3.83446
H  1.76233  9.81559  4.69638
H  0.75947  8.40227  5.00414
H  0.94133  9.95607  2.36452
H  -0.38929  10.09503  3.49805
H  -0.45452  6.91959  3.88402
H  -1.43975  6.74040  2.44415
H  -1.90022  8.89291  4.57892
H  -2.84000  7.41823  4.36998
H  -2.85783  8.67149  3.12040
C  6.99382  -1.47414  4.88856
C  6.10381  -0.52094  4.11071
O  4.78037  -0.99175  3.91458
C  4.03169  -1.24727  5.09112
C  3.83811  -0.03245  5.98221
H  7.04049  -2.44439  4.39267
H  8.00323  -1.06829  4.95678
H  6.63355  -1.63511  5.90513
H  6.50732  -0.38280  3.10725
H  6.09306  0.46694  4.58449
H  4.47263  -2.07422  5.65791
H  3.05854  -1.59364  4.73839
H  4.78337  0.34781  6.37014
H  3.20973  -0.29203  6.83472
H  3.35645  0.77552  5.42830
C  4.24105  2.48823  -8.07626
C  4.40448  2.14022  -6.60885
O  3.76177  0.92744  -6.22382
C  4.20290  -0.25458  -6.89285
C  5.67611  -0.55795  -6.70561
H  3.18519  2.56019  -8.34204
H  4.71792  3.44531  -8.28515
H  4.69840  1.74250  -8.72604
H  3.94431  2.91910  -5.99627
H  5.46227  2.11168  -6.33354
H  3.94625  -0.20338  -7.95503
H  3.60888  -1.06372  -6.46393
H  6.31273  0.21981  -7.12866
H  5.92423  -1.49666  -7.19893
H  5.91881  -0.65343  -5.64672
C  -4.42956  11.59084  1.02300
C  -5.10646  10.33149  1.53786
O  -5.44041  10.37878  2.91249
C  -6.33068  11.41138  3.30038
C  -7.68296  11.35959  2.61074
H  -3.52441  11.79755  1.59561
H  -4.15884  11.46742  -0.02613
H  -5.07796  12.46447  1.09661
H  -4.42106  9.48936  1.43352
H  -5.99056  10.09557  0.93447
H  -5.86471  12.39277  3.15816
H  -6.46406  11.28023  4.37400
H  -7.60063  11.49664  1.53186
H  -8.32726  12.14968  2.99688
H  -8.16614  10.39827  2.79016
C  -0.20727  -0.92025  6.10087
C  -1.40905  -1.56245  5.42705
O  -2.35628  -2.10747  6.31984
C  -2.95776  -1.20453  7.23348
C  -3.71577  -0.06661  6.57206
H  0.29848  -1.64271  6.74301
H  0.49937  -0.56506  5.34866
H  -0.49039  -0.06594  6.71674
H  -1.07146  -2.40448  4.81953
H  -1.89310  -0.85282  4.74348
H  -2.21104  -0.81398  7.93345
H  -3.64775  -1.81267  7.81786
H  -3.06128  0.57648  5.98156
H  -4.19166  0.55350  7.33166
H  -4.48926  -0.45709  5.90885
C  3.61192  -4.89983  -6.36662
C  5.02279  -4.86334  -5.80439
O  5.34596  -3.65802  -5.12816
C  4.53897  -3.34066  -4.01443
C  4.53581  -4.37798  -2.90718
H  3.45046  -4.06461  -7.05092
H  3.45280  -5.83028  -6.91138
H  2.85543  -4.84337  -5.58137
H  5.74372  -4.93315  -6.61824
H  5.19806  -5.72631  -5.15379
H  3.50725  -3.14034  -4.34205
H  4.93745  -2.39727  -3.63108
H  4.12959  -5.33035  -3.24511
H  3.91482  -4.03608  -2.07799
H  5.54689  -4.55458  -2.53818
C  -5.00186  -3.96035  4.83956
C  -3.84560  -4.93717  4.96384
O  -4.24087  -6.29034  5.09938
C  -5.00175  -6.82952  4.03615
C  -4.29434  -6.80832  2.69101
H  -5.66345  -4.04219  5.70296
H  -4.61604  -2.94181  4.78857
H  -5.59966  -4.13925  3.94390
H  -3.27854  -4.70638  5.86445
H  -3.15403  -4.82237  4.11928
H  -5.97363  -6.32776  3.96460
H  -5.20222  -7.86119  4.32475
H  -4.08189  -5.79184  2.35578
H  -4.91870  -7.28489  1.93442
H  -3.34725  -7.34691  2.75061
C  -0.43420  -6.92716  -3.26491
C  1.01945  -6.96340  -2.82615
O  1.44940  -5.79281  -2.14771
C  0.75908  -5.47613  -0.95214
C  0.84266  -6.54571  0.12219
H  -0.62199  -6.06580  -3.90868
H  -0.67799  -7.83365  -3.81865
H  -1.11753  -6.86555  -2.41698
H  1.66369  -7.03531  -3.70334
H  1.21633  -7.85203  -2.21767
H  -0.28827  -5.22940  -1.17011
H  1.23083  -4.56388  -0.58919
H  0.37806  -7.48041  -0.19213
H  0.33254  -6.20935  1.02549
H  1.88398  -6.75638  0.36844
C  -2.56177  -2.38924  -7.18180
C  -2.89164  -3.73702  -6.56282
O  -2.82481  -3.75419  -5.14638
C  -3.70275  -2.86792  -4.47115
C  -5.17707  -3.10578  -4.74109
H  -1.56534  -2.06236  -6.87614
H  -2.58536  -2.46358  -8.26903
H  -3.27212  -1.61592  -6.88700
H  -2.16285  -4.47802  -6.89100
H  -3.87100  -4.08673  -6.90443
H  -3.42883  -1.82903  -4.69158
H  -3.50049  -3.02818  -3.41038
H  -5.43268  -2.95021  -5.78953
H  -5.77977  -2.41880  -4.14692
H  -5.45312  -4.12743  -4.47847

Results
Total charge: +1

Mulliken population analysis, charges in e, atoms 1 to 99: -0.60, -0.41, -0.43, -0.20, -0.09, -0.97, -1.14, 0.03, -0.36, -0.17, 0.54, -0.38, -0.17, -0.45, 0.09, -0.04, 0.29, 0.29, 0.12, 0.27, 0.33, -0.01, 0.18, 0.33, -0.04, 0.42, 0.45, 0.61, 0.17, -0.36, 0.23, 0.60, 0.09, 0.03, 0.47, 0.18, 0.47, 0.21, 0.20, -1.07, -0.28, -0.43, -0.10, -1.03, 0.28, 0.40, 0.27, 0.36, 0.27, 0.31, 0.19, 0.28, 0.42, 0.17, -1.03, -0.39, -0.33, -0.08, -1.15, 0.29, 0.38, 0.27, 0.32, 0.32, 0.31, 0.07, 0.39, 0.38, 0.26, -1.16, -0.38, -0.24, -0.32, -1.12, 0.30, 0.41, 0.27, 0.35, 0.34, 0.41, 0.18, 0.40, 0.35, 0.25, -1.07, -0.33, -0.38, -0.36, -1.02, 0.28, 0.40, 0.29, 0.32, 0.31, 0.31, 0.31, 0.26, 0.39, 0.29

=====

# 2
Density functional theory data (ωB97M-V with the def2-TZVPD basis set) for a cluster of 12 separate species, C47H113O23P in total in a non-equilibrium geometry.

Geometry (Å):
C  1.80368  -0.93628  -1.07290
O  0.42635  -0.67779  -0.85056
P  -0.12201  -0.52449  0.63867
O  0.13002  -1.64953  1.54603
O  0.53766  0.87604  1.04974
C  0.58433  1.31822  2.42022
O  -1.64271  -0.13570  0.39644
C  -2.05795  0.78889  -0.59313
H  2.23622  -0.19061  -1.74425
H  1.94485  -1.90139  -1.55079
H  2.40131  -0.84858  -0.16455
H  0.63704  2.40106  2.41368
H  1.45516  0.91611  2.93558
H  -0.29734  0.93359  2.93077
H  -2.71526  1.56764  -0.20127
H  -2.75645  0.25712  -1.24900
H  -1.21585  1.15176  -1.17517
C  0.41707  3.43961  -1.47395
C  1.05334  2.89188  -2.73624
C  1.75044  4.12448  -3.28701
O  2.03508  4.97483  -2.17948
C  1.38868  4.52453  -0.98904
H  0.20968  2.68945  -0.70742
H  -0.56432  3.89771  -1.63654
H  0.30302  2.47972  -3.41072
H  1.77573  2.10982  -2.49025
H  1.14173  4.60864  -4.05900
H  2.70213  3.92084  -3.78392
H  0.83964  5.35560  -0.54924
H  2.11711  4.08498  -0.30312
C  4.25148  0.68081  1.05476
C  3.79680  1.88525  0.27144
C  5.10654  2.35202  -0.34772
O  6.17796  1.82833  0.46204
C  5.58342  1.16621  1.58329
H  4.37525  -0.15472  0.35362
H  3.61929  0.24719  1.83671
H  3.40990  2.62928  0.97431
H  3.02916  1.65285  -0.46587
H  5.14295  3.44299  -0.30886
H  5.18974  1.99152  -1.37432
H  5.50579  1.92272  2.36983
H  6.18348  0.32714  1.94201
C  -5.10995  4.01671  -3.07577
C  -4.77962  5.28425  -2.30940
C  -3.83669  4.75072  -1.27885
O  -4.35634  3.48574  -0.89360
C  -5.09044  2.92364  -1.98800
H  -4.29873  3.78518  -3.77932
H  -5.98491  4.02321  -3.72044
H  -5.71415  5.65972  -1.87972
H  -4.41332  6.06087  -2.98071
H  -3.70510  5.41377  -0.42014
H  -2.82185  4.59400  -1.67751
H  -6.15833  2.82686  -1.75865
H  -4.73074  1.95416  -2.32199
C  -1.21458  -3.04118  -2.65852
O  -1.02450  -4.34577  -3.20039
C  -1.87478  -4.71363  -4.23878
C  -1.32552  -4.24836  -5.59024
O  -1.25174  -2.82893  -5.57860
C  -0.90888  -2.27747  -6.82621
H  -1.42607  -3.18459  -1.59725
H  -1.97661  -2.45603  -3.17381
H  -0.27045  -2.49956  -2.75305
H  -2.91819  -4.38913  -4.15815
H  -1.94017  -5.80180  -4.31897
H  -1.89497  -4.63209  -6.44424
H  -0.30023  -4.61931  -5.71743
H  -1.55529  -2.63561  -7.63788
H  0.11770  -2.51511  -7.12710
H  -1.07894  -1.20839  -6.70292
C  -2.62031  1.69588  5.01010
O  -3.80727  1.18384  4.46362
C  -3.91021  1.26850  3.05102
C  -3.70877  2.66014  2.47446
O  -2.29879  2.76021  2.22770
C  -1.96194  3.88210  1.44152
H  -1.71129  1.57326  4.41939
H  -2.40417  1.22388  5.97194
H  -2.68781  2.76508  5.24327
H  -4.93942  0.92674  2.89366
H  -3.29489  0.52644  2.53267
H  -3.99830  3.42604  3.19712
H  -4.25146  2.75414  1.53050
H  -0.87394  3.96017  1.47914
H  -2.36707  4.80808  1.86826
H  -2.30340  3.79442  0.40535
C  5.55238  -2.61396  -2.00791
O  4.21371  -2.55872  -2.39672
C  3.93724  -3.13544  -3.66296
C  2.65530  -2.64640  -4.32062
O  2.53024  -1.24068  -4.23331
C  1.34322  -0.78044  -4.82745
H  5.69838  -1.96905  -1.14052
H  6.23595  -2.25681  -2.78533
H  5.89096  -3.61102  -1.69976
H  3.85796  -4.21479  -3.49245
H  4.74590  -2.87507  -4.35498
H  1.75874  -3.10413  -3.88495
H  2.75770  -2.95660  -5.36882
H  1.23786  0.25998  -4.51803
H  0.40764  -1.25682  -4.50980
H  1.33119  -0.87235  -5.91746
C  1.07782  5.04361  7.54693
O  0.72579  5.13559  6.19187
C  0.41622  3.88854  5.57864
C  1.57773  2.97779  5.31944
O  2.28938  3.41012  4.18653
C  3.51324  2.71701  3.96542
H  1.77181  4.23172  7.80431
H  0.19213  4.97947  8.18172
H  1.69885  5.90331  7.81001
H  -0.05794  4.21779  4.64892
H  -0.41507  3.39706  6.09888
H  1.24167  1.93909  5.19558
H  2.21690  2.95735  6.21483
H  4.13844  2.85719  4.85242
H  3.95751  3.33755  3.18515
H  3.44021  1.68538  3.62919
C  2.04623  -1.40038  4.29787
O  2.91422  -0.46495  4.91143
C  4.12490  -1.01731  5.35285
C  3.95640  -2.23021  6.26238
O  3.00882  -1.93950  7.26008
C  2.84257  -2.95363  8.20449
H  1.69356  -2.16524  4.99054
H  2.53629  -1.84724  3.42482
H  1.17485  -0.89783  3.88890
H  4.67542  -0.25626  5.90520
H  4.74378  -1.29488  4.49078
H  4.88420  -2.49309  6.78453
H  3.70138  -3.10696  5.65419
H  3.80296  -3.22884  8.67746
H  2.48387  -3.88900  7.75907
H  2.23071  -2.57180  9.01786
C  -5.08729  -1.71920  -2.20446
O  -4.28494  -2.08423  -1.10169
C  -4.32001  -3.45139  -0.80358
C  -3.59822  -3.72568  0.50324
O  -4.33069  -3.30858  1.65834
C  -4.74627  -1.96879  1.71751
H  -6.14201  -1.96473  -2.04227
H  -4.65209  -2.17145  -3.10179
H  -5.06267  -0.63364  -2.28888
H  -3.78474  -4.04640  -1.55824
H  -5.31624  -3.87771  -0.62284
H  -2.61646  -3.24363  0.53167
H  -3.56296  -4.80606  0.62776
H  -5.55662  -1.76085  1.01366
H  -3.89358  -1.29563  1.57026
H  -5.09085  -1.77336  2.73591
C  3.15529  -4.37474  0.14025
O  3.78484  -4.80275  1.32599
C  4.94506  -4.06228  1.60529
C  5.68528  -4.69409  2.76773
O  5.92352  -6.07707  2.59754
C  6.94348  -6.36515  1.67917
H  2.74646  -3.36855  0.27360
H  2.37019  -5.09156  -0.09675
H  3.81849  -4.36847  -0.73098
H  4.73587  -3.00784  1.83124
H  5.58749  -4.06411  0.71580
H  5.20817  -4.52058  3.72998
H  6.68696  -4.24945  2.84337
H  7.82313  -5.72675  1.82931
H  6.56150  -6.23518  0.66118
H  7.28798  -7.39154  1.78795
C  -3.15750  0.56373  -4.19291
O  -4.29905  1.19929  -4.70891
C  -5.30163  0.32386  -5.14816
C  -6.53250  1.14514  -5.45933
O  -7.03723  1.72081  -4.27199
C  -8.25569  2.38957  -4.51142
H  -2.37450  1.29296  -3.97123
H  -2.66662  -0.09934  -4.91561
H  -3.39076  0.05049  -3.26182
H  -5.56574  -0.42658  -4.39315
H  -5.07091  -0.30266  -6.02109
H  -7.31170  0.57980  -5.97980
H  -6.17574  1.92170  -6.15222
H  -8.93467  1.77888  -5.11092
H  -8.11563  3.36159  -5.00080
H  -8.69505  2.63248  -3.54401

Results
Energy relative to the best compared isomer or geometry (same formula, charge and spin), kJ/mol: 0.0
Total charge: 0
SMILES: COP(=O)(OC)OC.C1CCOC1.C1CCOC1.C1CCOC1.COCCOC.COCCOC.COCCOC.COCCOC.COCCOC.COCCOC.COCCOC.COCCOC

Mulliken population analysis, charges in e, atoms 1 to 99: 0.08, 0.33, 0.04, -0.90, 0.03, -0.11, 0.64, 1.14, 0.05, 0.05, -0.36, 0.27, -0.93, 0.17, -0.60, -0.49, -0.12, 1.94, 0.66, -0.82, -0.51, -0.22, -0.74, -0.58, -0.02, -0.42, 0.32, 0.35, 0.35, -0.11, 0.79, 0.98, -0.69, -0.52, -0.60, -0.49, -0.06, -0.26, -0.50, 0.29, 0.37, 0.22, 0.40, -0.34, -0.71, -0.21, -0.29, 0.31, 0.13, 0.19, 0.33, 0.38, 0.31, -0.05, 0.29, -0.31, 0.91, -0.46, -0.43, -0.67, 0.04, -0.95, 0.20, 0.20, -1.05, 0.14, 0.43, 0.42, 0.30, 0.35, 0.31, 0.23, -0.39, -0.50, -0.12, -0.22, 0.53, -0.28, -0.05, 0.42, 0.30, 0.47, -0.23, 0.39, 0.01, 0.16, 0.58, -0.77, -0.83, 0.11, -1.12, 0.15, -0.37, -0.18, 0.12, 0.32, 0.37, 0.33, 0.43

=====

Summary of E_tot in Eh
-2829.57516 -3930.09774
(order as listed above)
Summary of HOMO level in Eh
-0.3940 -0.3388
(order as listed above)